No. 1
Here is a cluster of 8 separate species, C22H63N3O8 in total at a distorted geometry from OMol25. Energies are from ωB97M-V/def2-TZVPD.

Each atom is followed by the atoms it is bonded to, with distances in Å.
Positions of all 96 atoms, in Å:
1 C -13.93 -11.22 5.46  O2 1.425, H7 1.088, H8 1.089, H9 1.100
2 O -14.95 -10.28 5.15  C1 1.425, C3 1.400
3 C -15.46 -9.66 6.29  O2 1.400, C4 1.530, H10 1.093, H11 1.101
4 C -14.48 -8.84 7.14  C3 1.530, C5 1.528, N6 1.505, H12 1.097
5 C -13.54 -7.95 6.34  C4 1.528, H13 1.090, H14 1.095, H15 1.092
6 N -13.73 -9.74 8.09  C4 1.505, H16 1.020, H17 1.026
7 H -12.97 -10.74 5.62  C1 1.088
8 H -13.92 -11.93 4.63  C1 1.089
9 H -14.27 -11.87 6.28  C1 1.100
10 H -16.32 -9.05 6.01  C3 1.093
11 H -15.91 -10.39 6.98  C3 1.101
12 H -15.08 -8.17 7.77  C4 1.097
13 H -14.10 -7.23 5.74  C5 1.090
14 H -12.91 -8.56 5.68  C5 1.095
15 H -12.83 -7.42 6.97  C5 1.092
16 H -13.04 -10.17 7.48  N6 1.020
17 H -13.22 -9.08 8.67  N6 1.026
18 C -6.95 -8.71 6.85  O19 1.407, H24 1.095, H25 1.097, H26 1.089
19 O -8.24 -9.12 6.48  C18 1.407, C20 1.426
20 C -8.39 -10.54 6.45  O19 1.426, C21 1.519, H27 1.099, H28 1.095
21 C -9.86 -10.83 6.22  C20 1.519, C22 1.517, N23 1.447, H29 1.096
22 C -10.10 -12.31 5.99  C21 1.517, H30 1.093, H31 1.092, H32 1.094
23 N -10.40 -10.10 5.09  C21 1.447, H33 1.009, H34 1.009
24 H -6.21 -9.52 6.79  C18 1.095
25 H -6.94 -8.37 7.89  C18 1.097
26 H -6.62 -7.89 6.20  C18 1.089
27 H -7.81 -10.91 5.59  C20 1.099
28 H -8.05 -10.98 7.40  C20 1.095
29 H -10.36 -10.47 7.13  C21 1.096
30 H -9.57 -12.75 5.15  C22 1.093
31 H -11.17 -12.45 5.82  C22 1.092
32 H -9.83 -12.93 6.84  C22 1.094
33 H -10.19 -9.11 5.10  N23 1.009
34 H -10.22 -10.50 4.18  N23 1.009
35 C -16.73 -15.28 1.43  O36 1.427, H41 1.095, H42 1.085, H43 1.094
36 O -16.73 -14.26 2.43  C35 1.427, C37 1.397
37 C -17.80 -13.37 2.30  O36 1.397, C38 1.530, H44 1.103, H45 1.099
38 C -17.85 -12.46 3.53  C37 1.530, C39 1.520, N40 1.475, H46 1.088
39 C -17.99 -13.22 4.84  C38 1.520, H47 1.090, H48 1.093, H49 1.088
40 N -19.01 -11.56 3.39  C38 1.475, H50 1.012, H51 1.013
41 H -17.63 -15.90 1.53  C35 1.095
42 H -15.86 -15.90 1.60  C35 1.085
43 H -16.72 -14.78 0.45  C35 1.094
44 H -17.60 -12.68 1.47  C37 1.103
45 H -18.77 -13.86 2.11  C37 1.099
46 H -16.94 -11.87 3.47  C38 1.088
47 H -17.84 -12.55 5.68  C39 1.090
48 H -17.17 -13.94 4.89  C39 1.093
49 H -18.98 -13.67 4.81  C39 1.088
50 H -18.76 -10.71 2.89  N40 1.012
51 H -19.76 -12.02 2.88  N40 1.013
52 C -12.47 -7.83 12.46  C53 1.515, H55 1.099, H56 1.089, H57 1.084
53 C -13.21 -7.83 11.14  C52 1.515, O54 1.459, H58 1.096, H59 1.087
54 O -12.31 -8.08 10.02  C53 1.459, H60 0.962
55 H -13.24 -7.55 13.19  C52 1.099
56 H -11.75 -7.01 12.51  C52 1.089
57 H -12.04 -8.79 12.72  C52 1.084
58 H -13.64 -6.84 10.95  C53 1.096
59 H -14.02 -8.55 11.07  C53 1.087
60 H -11.63 -7.41 10.05  O54 0.962
61 C -14.44 -8.10 2.86  C62 1.521, H64 1.092, H65 1.088, H66 1.086
62 C -13.44 -7.23 2.11  C61 1.521, O63 1.435, H67 1.095, H68 1.088
63 O -12.92 -6.19 2.95  C62 1.435, H69 0.962
64 H -14.72 -8.95 2.24  C61 1.092
65 H -15.27 -7.48 3.20  C61 1.088
66 H -13.93 -8.57 3.70  C61 1.086
67 H -13.93 -6.75 1.25  C62 1.095
68 H -12.56 -7.78 1.80  C62 1.088
69 H -13.64 -5.70 3.35  O63 0.962
70 C -16.12 -14.31 8.51  C71 1.520, H73 1.089, H74 1.095, H75 1.092
71 C -16.80 -12.99 8.87  C70 1.520, O72 1.418, H76 1.094, H77 1.102
72 O -16.33 -12.53 10.13  C71 1.418, H78 0.971
73 H -16.40 -14.64 7.52  C70 1.089
74 H -16.44 -15.02 9.28  C70 1.095
75 H -15.04 -14.27 8.70  C70 1.092
76 H -17.88 -13.15 8.92  C71 1.094
77 H -16.69 -12.15 8.18  C71 1.102
78 H -15.38 -12.34 10.14  O72 0.971
79 C -11.81 -13.20 11.18  C80 1.508, H82 1.095, H83 1.087, H84 1.088
80 C -12.15 -11.90 10.48  C79 1.508, O81 1.433, H85 1.101, H86 1.106
81 O -13.48 -11.99 9.94  C80 1.433, H87 0.973
82 H -11.61 -13.93 10.38  C79 1.095
83 H -12.65 -13.59 11.75  C79 1.087
84 H -10.90 -13.12 11.76  C79 1.088
85 H -11.39 -11.59 9.75  C80 1.101
86 H -12.11 -11.03 11.16  C80 1.106
87 H -13.57 -11.20 9.38  O81 0.973
88 C -18.76 -10.78 6.32  C89 1.522, H91 1.086, H92 1.098, H93 1.091
89 C -19.76 -11.77 6.89  C88 1.522, O90 1.409, H94 1.104, H95 1.089
90 O -20.33 -11.40 8.12  C89 1.409, H96 0.961
91 H -18.08 -10.40 7.08  C88 1.086
92 H -19.34 -9.93 5.92  C88 1.098
93 H -18.28 -11.18 5.43  C88 1.091
94 H -19.22 -12.73 7.03  C89 1.104
95 H -20.50 -12.03 6.13  C89 1.089
96 H -19.64 -11.05 8.70  O90 0.961

Properties
SMILES   COC[C@H](C)N.COC[C@H](C)N.COC[C@H](C)N.CCO.CCO.CCO.CCO.CCO
Kohn-Sham gap   9.626 eV

Population analysis type Löwdin, resulting atomic charges in e: atom 1 (C): -0.090, atom 2 (O): -0.192, atom 3 (C): -0.222, atom 4 (C): -0.371, atom 5 (C): -0.048, atom 6 (N): 0.054, atom 7 (H): 0.049, atom 8 (H): 0.093, atom 9 (H): 0.097, atom 10 (H): 0.124, atom 11 (H): 0.092, atom 12 (H): 0.138, atom 13 (H): 0.075, atom 14 (H): 0.057, atom 15 (H): 0.077, atom 16 (H): 0.053, atom 17 (H): 0.037, atom 18 (C): -0.118, atom 19 (O): -0.201, atom 20 (C): -0.208, atom 21 (C): -0.452, atom 22 (C): -0.059, atom 23 (N): 0.053, atom 24 (H): 0.083, atom 25 (H): 0.086, atom 26 (H): 0.085, atom 27 (H): 0.133, atom 28 (H): 0.130, atom 29 (H): 0.132, atom 30 (H): 0.082, atom 31 (H): 0.066, atom 32 (H): 0.080, atom 33 (H): 0.076, atom 34 (H): 0.080, atom 35 (C): -0.089, atom 36 (O): -0.193, atom 37 (C): -0.242, atom 38 (C): -0.411, atom 39 (C): -0.064, atom 40 (N): 0.042, atom 41 (H): 0.087, atom 42 (H): 0.085, atom 43 (H): 0.087, atom 44 (H): 0.128, atom 45 (H): 0.127, atom 46 (H): 0.139, atom 47 (H): 0.025, atom 48 (H): 0.084, atom 49 (H): 0.099, atom 50 (H): 0.080, atom 51 (H): 0.075, atom 52 (C): -0.084, atom 53 (C): -0.280, atom 54 (O): -0.127, atom 55 (H): 0.082, atom 56 (H): 0.075, atom 57 (H): 0.069, atom 58 (H): 0.111, atom 59 (H): 0.115, atom 60 (H): 0.087, atom 61 (C): -0.089, atom 62 (C): -0.306, atom 63 (O): -0.098, atom 64 (H): 0.080, atom 65 (H): 0.081, atom 66 (H): 0.040, atom 67 (H): 0.105, atom 68 (H): 0.110, atom 69 (H): 0.070, atom 70 (C): -0.072, atom 71 (C): -0.324, atom 72 (O): -0.093, atom 73 (H): 0.063, atom 74 (H): 0.078, atom 75 (H): 0.067, atom 76 (H): 0.102, atom 77 (H): 0.085, atom 78 (H): 0.041, atom 79 (C): -0.081, atom 80 (C): -0.317, atom 81 (O): -0.114, atom 82 (H): 0.074, atom 83 (H): 0.078, atom 84 (H): 0.073, atom 85 (H): 0.107, atom 86 (H): 0.099, atom 87 (H): 0.028, atom 88 (C): -0.116, atom 89 (C): -0.330, atom 90 (O): -0.064, atom 91 (H): 0.059, atom 92 (H): 0.088, atom 93 (H): 0.016, atom 94 (H): 0.083, atom 95 (H): 0.116, atom 96 (H): 0.079

***

No. 2
Here is a cluster of 2 separate species, C14H16 in total at a distorted geometry from OMol25. Energies are from ωB97M-V/def2-TZVPD.

Each atom is followed by the atoms it is bonded to, with distances in Å.
Positions of all 30 atoms, in Å:
1 C -2.66 2.30 1.49  C3 1.513, H10 1.098, H11 1.101, H15 1.093
2 C -2.39 0.08 2.65  C3 1.390, C4 1.400, H8 1.085
3 C -1.80 1.19 2.05  C1 1.513, C2 1.390, C6 1.418
4 C -1.60 -0.92 3.21  C2 1.400, C5 1.424, H9 1.089
5 C -0.19 -0.77 3.33  C4 1.424, C7 1.369, H12 1.085
6 C -0.39 1.32 2.08  C3 1.418, C7 1.415, H13 1.089
7 C 0.38 0.34 2.75  C5 1.369, C6 1.415, H14 1.077
8 H -3.47 -0.02 2.59  C2 1.085
9 H -2.06 -1.84 3.58  C4 1.089
10 H -3.54 2.57 2.10  C1 1.098
11 H -3.13 2.00 0.54  C1 1.101
12 H 0.39 -1.50 3.87  C5 1.085
13 H 0.10 2.05 1.43  C6 1.089
14 H 1.42 0.58 2.83  C7 1.077
15 H -2.03 3.19 1.45  C1 1.093
16 C 2.45 -1.52 -0.62  C18 1.523, H25 1.088, H26 1.086, H30 1.079
17 C 0.79 -1.76 -2.53  C18 1.398, C19 1.396, H23 1.079
18 C 1.89 -1.09 -1.97  C16 1.523, C17 1.398, C21 1.384
19 C 0.04 -1.09 -3.49  C17 1.396, C20 1.380, H24 1.085
20 C 0.33 0.18 -3.96  C19 1.380, C22 1.379, H27 1.083
21 C 2.18 0.17 -2.46  C18 1.384, C22 1.400, H28 1.082
22 C 1.43 0.83 -3.44  C20 1.379, C21 1.400, H29 1.083
23 H 0.42 -2.74 -2.30  C17 1.079
24 H -0.83 -1.67 -3.79  C19 1.085
25 H 1.71 -2.02 0.01  C16 1.088
26 H 2.86 -0.69 -0.06  C16 1.086
27 H -0.32 0.59 -4.72  C20 1.083
28 H 3.07 0.70 -2.15  C21 1.082
29 H 1.82 1.83 -3.59  C22 1.083
30 H 3.14 -2.31 -0.87  C16 1.079

Properties
<S²>   0.7506
Net charge   -1
Multiplicity   2
Kohn-Sham gap (alpha / beta)   2.457 / 9.524 eV

Population analysis type Löwdin, resulting atomic charges in e: atom 1 (C): -0.141, atom 2 (C): -0.116, atom 3 (C): -0.299, atom 4 (C): -0.130, atom 5 (C): -0.147, atom 6 (C): -0.084, atom 7 (C): -0.147, atom 8 (H): 0.089, atom 9 (H): 0.077, atom 10 (H): 0.063, atom 11 (H): 0.061, atom 12 (H): 0.075, atom 13 (H): 0.060, atom 14 (H): 0.065, atom 15 (H): 0.057, atom 16 (C): -0.119, atom 17 (C): -0.091, atom 18 (C): -0.283, atom 19 (C): -0.146, atom 20 (C): -0.152, atom 21 (C): -0.122, atom 22 (C): -0.138, atom 23 (H): 0.084, atom 24 (H): 0.084, atom 25 (H): 0.056, atom 26 (H): 0.048, atom 27 (H): 0.083, atom 28 (H): 0.077, atom 29 (H): 0.080, atom 30 (H): 0.057

***

No. 3
Here is a cluster of 3 separate species, C5H11NO in total from OMol25. Energies are from ωB97M-V/def2-TZVPD.

Each atom is followed by the atoms it is bonded to, with distances in Å.
Positions of all 18 atoms, in Å:
1 C -2.04 1.36 0.20  N2 1.325, H9 1.085, H10 1.083
2 N -0.80 1.49 -0.25  C1 1.325, C3 1.459, H11 1.012
3 C 0.21 0.90 0.62  N2 1.459, O4 1.225, C5 1.417
4 O 0.18 1.22 1.81  C3 1.225
5 C 0.67 -0.29 0.02  C3 1.417, C6 1.513, C7 1.507
6 C 1.04 -0.44 -1.44  C5 1.513, H13 1.099, H14 1.096, H15 1.097
7 C 1.34 -1.28 0.95  C5 1.507, H16 1.096, H17 1.100, H18 1.093
8 H -1.86 -0.44 0.30  no bonds
9 H -2.87 1.49 -0.49  C1 1.085
10 H -2.19 1.47 1.26  C1 1.083
11 H -0.67 1.37 -1.25  N2 1.012
12 H -1.04 -0.72 0.20  no bonds
13 H 2.14 -0.48 -1.54  C6 1.099
14 H 0.70 0.37 -2.09  C6 1.096
15 H 0.65 -1.38 -1.85  C6 1.097
16 H 1.22 -2.31 0.57  C7 1.096
17 H 2.41 -1.08 1.03  C7 1.100
18 H 0.91 -1.22 1.95  C7 1.093

Properties
Kohn-Sham gap (alpha / beta)   7.782 / 7.780 eV

Population analysis type Löwdin, resulting atomic charges in e: atom 1 (C): -0.012, atom 2 (N): 0.008, atom 3 (C): -0.533, atom 4 (O): 0.031, atom 5 (C): -0.348, atom 6 (C): -0.074, atom 7 (C): -0.075, atom 8 (H): 0.108, atom 9 (H): 0.088, atom 10 (H): 0.088, atom 11 (H): 0.122, atom 12 (H): 0.122, atom 13 (H): 0.083, atom 14 (H): 0.064, atom 15 (H): 0.082, atom 16 (H): 0.079, atom 17 (H): 0.088, atom 18 (H): 0.079

***

Electronic energy across the listed records, respectively: -1642.03844; -542.99329; -326.97070 Ha.